{"formula": "C5H15CsN3O2", "method": "the ωB97M-V functional and the def2-TZVPD basis", "gap_ev": 8.9, "charge": 1, "homo_ev": -12.63, "e_lumo_ev": -3.750, "species": ["Cs", "C", "C", "C", "O", "C", "N", "H", "H", "H", "H", "H", "H", "H", "H", "H", "H", "H", "C", "O", "N", "N", "H", "H", "H", "H"], "xyz": [[25.9902, 28.5496, 4.9428], [23.7441, 29.7176, 7.6120], [23.6213, 28.3857, 8.3184], [22.1639, 28.1754, 8.7788], [21.8687, 29.1383, 9.7866], [20.4543, 29.3773, 9.7718], [24.0308, 27.3934, 7.3407], [23.7025, 30.5751, 8.2821], [23.1326, 29.7920, 6.7098], [24.7676, 29.8625, 7.2374], [24.3339, 28.3609, 9.1429], [21.8576, 27.1619, 9.0467], [21.6107, 28.4184, 7.8607], [19.8606, 28.4965, 10.0402], [20.1315, 29.6150, 8.7554], [20.2777, 30.1551, 10.5089], [23.8756, 26.4357, 7.6587], [23.4496, 27.3106, 6.5068], [29.3330, 26.0466, 3.0335], [30.3552, 26.6405, 2.7654], [28.8831, 24.9031, 2.3929], [28.5650, 26.3696, 4.1360], [29.1483, 24.8542, 1.4222], [28.0284, 24.4920, 2.7050], [28.6625, 27.2545, 4.5998], [27.7865, 25.7839, 4.3743]], "forces_ev_per_angstrom": [[-0.1, 0.1, 0.0], [1.3, 0.8, 0.0], [-0.7, 0.0, -0.2], [0.6, 1.3, -0.3], [-0.7, -0.9, -0.8], [0.3, -0.2, 0.3], [0.4, -2.0, -0.9], [-0.9, 0.0, -0.1], [-0.5, 0.2, 0.4], [0.1, -0.4, 0.1], [-0.1, -0.1, 0.1], [0.4, -0.1, 0.3], [-0.4, 0.0, 0.0], [0.3, -0.2, 0.3], [0.0, 0.6, 0.1], [-0.2, 0.1, -0.3], [0.5, 0.2, 0.7], [-0.5, 1.0, 0.1], [0.9, -0.5, 0.2], [-0.8, 0.0, -0.3], [0.6, 1.0, 0.1], [-0.9, 0.2, 0.2], [0.0, -0.4, 0.1], [-0.3, -0.2, -0.4], [0.7, -0.3, 0.0], [0.0, 0.0, 0.2]], "nbo_charge": [0.99, -0.60, -0.08, -0.07, -0.53, -0.25, -0.88, 0.26, 0.20, 0.16, 0.21, 0.18, 0.15, 0.17, 0.17, 0.21, 0.38, 0.34, 0.77, -0.60, -0.84, -0.88, 0.42, 0.38, 0.38, 0.37]}

{"formula": "C5H15N2", "method": "the ωB97M-V functional and the def2-TZVPD basis", "gap_ev": [9.3, 7.5], "charge": 0, "spin_multiplicity": 2, "homo_ev": [-8.45, -8.45], "s_squared": 0.75, "e_lumo_ev": [0.868, -0.905], "species": ["C", "N", "C", "C", "N", "C", "C", "H", "H", "H", "H", "H", "H", "H", "H", "H", "H", "H", "H", "H", "H", "H"], "xyz": [[0.8109, 0.0057, -0.4055], [-0.3593, 0.1640, -1.0921], [-0.5404, -2.1693, -4.6463], [0.5885, 0.5114, 1.0607], [-0.7707, 0.2735, 1.5929], [-1.3232, 1.4289, 2.3321], [1.5726, 0.1148, 2.0491], [1.7441, 0.5646, -0.8281], [1.2493, -1.0183, -0.3258], [-0.2488, 0.1833, -2.0505], [-1.5215, -2.2660, -5.2496], [0.1956, -1.6220, -5.3293], [-0.1956, -3.1400, -4.4496], [0.7683, 1.5694, 0.8193], [-1.1759, -0.0085, 0.6511], [-0.6013, -1.5518, -3.6828], [-0.8542, 1.5390, 3.3591], [-1.4008, 2.2455, 1.5696], [-2.3021, 1.1420, 2.7406], [2.5893, 0.2812, 1.6964], [1.5002, 0.6315, 3.0174], [1.5126, -0.9622, 2.2155]], "forces_ev_per_angstrom": [[2.9, 0.0, 1.7], [-1.4, -0.3, 1.3], [-0.7, 2.7, -1.2], [-0.8, 1.9, -0.5], [1.0, -1.1, -1.9], [-0.6, -1.3, -0.3], [2.0, -1.1, 1.0], [-1.5, -0.6, 0.4], [-0.7, -0.1, -0.5], [0.5, 0.0, -2.7], [1.4, 0.4, 1.4], [-0.9, -0.9, 0.9], [0.6, -1.3, 0.4], [-0.5, 0.5, 0.7], [-1.1, 1.1, 2.0], [-0.4, -1.0, -1.4], [0.5, 0.6, -1.7], [0.1, 0.2, 1.6], [-0.3, 0.1, -0.9], [0.3, 0.2, -0.1], [-0.3, -0.1, -0.4], [-0.1, -0.1, 0.3]], "mulliken_spin": [-0.06, 0.88, 0.00, 0.02, 0.00, 0.00, 0.01, 0.05, 0.10, -0.02, 0.00, 0.00, 0.00, 0.00, 0.01, 0.00, 0.00, 0.00, 0.00, 0.00, 0.00, 0.00]}

{"formula": "C5H15N2", "method": "the ωB97M-V functional and the def2-TZVPD basis", "gap_ev": 5.0, "charge": 1, "homo_ev": -12.48, "e_lumo_ev": -7.453, "species": ["C", "C", "C", "C", "C", "N", "N", "H", "H", "H", "H", "H", "H", "H", "H", "H", "H", "H", "H", "H", "H", "H"], "xyz": [[0.6290, -0.1221, -0.3852], [-0.6770, -0.2232, 0.3407], [-1.5339, 0.9419, 0.3937], [-2.8221, 0.6780, -0.5571], [-3.7572, -0.3697, 0.0810], [5.5290, -0.9299, -0.4734], [1.7867, 0.3902, 0.3286], [0.8827, -1.1136, -0.7858], [0.5692, 0.5321, -1.2756], [4.5494, -0.8796, -0.1739], [-0.5976, -0.9066, 1.1785], [-1.0537, 1.8242, -0.0476], [-1.9584, 1.2395, 1.3606], [-3.3384, 1.6130, -0.8157], [-2.3126, 0.3104, -1.4384], [-4.2109, -1.0735, -0.6122], [-2.9563, -0.9657, 0.5386], [6.0821, -0.5259, 0.2842], [-4.3451, 0.0668, 0.8882], [5.7889, -1.9112, -0.4214], [1.8020, 1.4063, 0.3320], [1.9443, 0.0186, 1.2601]], "forces_ev_per_angstrom": [[0.3, -1.1, -3.2], [2.4, 3.5, 2.3], [-1.2, 0.5, -0.3], [-0.3, -0.1, -0.5], [2.5, -0.1, 0.3], [-0.1, -0.1, 0.6], [-0.9, 0.2, 1.0], [0.0, 0.1, 0.2], [-0.4, -0.3, 0.4], [0.4, 0.0, -0.1], [-1.0, -0.8, -0.2], [0.2, -0.4, -0.1], [0.2, -0.7, 0.1], [0.6, -0.1, 0.3], [-0.6, -0.1, -0.7], [-0.6, 0.6, -0.1], [-0.9, -0.6, 0.6], [-0.2, 0.2, -0.2], [-0.3, -0.3, -0.4], [-0.2, -0.1, -0.3], [0.0, -0.2, 0.3], [0.1, 0.0, -0.1]], "nbo_charge": [-0.36, 0.41, -0.57, -0.31, -0.61, -1.06, -0.71, 0.24, 0.24, 0.34, 0.22, 0.27, 0.29, 0.25, 0.20, 0.25, 0.17, 0.36, 0.24, 0.36, 0.39, 0.39]}

{"formula": "C5H15N2", "method": "the ωB97M-V functional and the def2-TZVPD basis", "gap_ev": 5.3, "charge": 1, "homo_ev": -13.63, "e_lumo_ev": -8.321, "species": ["C", "C", "C", "C", "C", "N", "N", "H", "H", "H", "H", "H", "H", "H", "H", "H", "H", "H", "H", "H", "H", "H"], "xyz": [[2.7361, -0.5129, -0.3144], [1.4384, 0.1187, 0.1706], [0.7041, -0.7207, 1.1950], [-0.6943, -0.2838, 1.4410], [-1.7666, -0.7732, 0.1137], [-2.5785, 0.2389, -0.0797], [-0.9333, 1.7852, -1.9407], [2.7284, -1.5040, -0.7646], [3.3696, -0.6159, 0.5732], [3.3147, 0.1833, -0.9215], [0.7668, 0.5079, -0.5960], [1.1923, -0.6095, 2.1725], [0.7802, -1.7795, 0.9439], [-0.8051, 0.7965, 1.3890], [-1.2450, -0.6702, 2.2900], [-1.0276, -1.0244, -0.6622], [-2.2692, -1.6872, 0.4475], [-3.5669, -0.0672, -0.0099], [-1.5960, 1.1258, -1.5649], [-1.2818, 2.6946, -1.6319], [-1.0304, 1.7831, -2.9594], [1.7640, 1.0147, 0.7087]], "forces_ev_per_angstrom": [[0.8, 0.2, 0.7], [0.4, 0.6, 0.2], [-0.1, -0.6, -0.5], [0.3, 1.3, 0.3], [-1.9, -2.3, 0.2], [0.2, 0.0, -0.8], [-0.1, 0.5, -0.4], [-0.5, 0.1, -0.3], [0.0, -0.2, 0.0], [-0.3, -0.1, -0.3], [0.1, -0.3, -0.3], [-0.1, 0.0, 0.2], [-0.1, -0.2, 0.2], [0.2, 0.1, 0.2], [-0.1, -0.4, -0.1], [0.8, 1.1, 0.3], [0.3, -0.2, -0.2], [0.2, 0.4, 0.8], [-0.2, 0.0, -0.2], [0.2, -0.2, -0.1], [0.1, 0.0, 0.4], [-0.2, 0.2, -0.2]], "nbo_charge": [-0.62, -0.43, -0.46, -0.13, -0.31, -0.17, -1.06, 0.22, 0.21, 0.24, 0.24, 0.28, 0.23, 0.24, 0.25, 0.36, 0.22, 0.38, 0.34, 0.37, 0.38, 0.22]}

Going through the records in order, we get ΔE to the lowest compared entry with this formula, charge and spin values of 161.0; 179.7; 414.8; 527.3 kJ/mol.